Version w
{
  "formula": "C3H31NO13",
  "method": "ωB97M-V/def2-TZVPD",
  "homo_energy_ev": -9.338,
  "multiplicity": 1,
  "total_charge": 0,
  "homo_lumo_gap_ev": 9.4,
  "symbols": ["C", "N", "C", "C", "O", "H", "H", "H", "H", "H", "H", "H", "H", "H", "O", "H", "H", "O", "H", "H", "O", "H", "H", "O", "H", "H", "O", "H", "H", "O", "H", "H", "O", "H", "H", "O", "H", "H", "O", "H", "H", "O", "H", "H", "O", "H", "H", "O"],
  "xyz": [[2.353, 0.781, 2.677], [1.271, 0.042, 2.220], [1.491, -1.434, 2.020], [-0.180, 0.517, 2.486], [2.122, 1.993, 2.824], [3.315, 0.353, 2.781], [2.520, -1.638, 1.886], [1.135, -1.713, 1.063], [1.076, -2.038, 2.943], [0.107, 1.563, 2.919], [-0.800, -0.047, 3.261], [-0.542, 0.583, 1.385], [1.476, -2.308, -0.757], [2.548, -3.431, -1.443], [1.951, -3.279, -0.704], [-0.794, -2.126, -0.244], [-0.433, -1.337, -1.562], [-0.164, -1.527, -0.723], [-1.830, -0.413, -3.656], [-0.673, -1.390, -3.675], [-1.389, -1.149, -3.095], [1.390, 3.264, 1.723], [2.384, 3.287, 0.567], [1.469, 3.237, 0.790], [-2.110, -1.091, 1.636], [-3.582, -0.997, 1.693], [-2.827, -1.183, 2.292], [-3.004, 1.809, -0.931], [-1.732, 1.635, -1.598], [-2.608, 1.157, -1.557], [0.463, -0.064, -0.714], [0.634, 1.296, 0.250], [0.761, 0.923, -0.630], [4.333, 0.398, -0.080], [2.962, 0.952, -0.565], [3.886, 1.048, -0.661], [-1.098, 3.521, -0.146], [0.283, 3.342, -0.676], [-0.644, 3.253, -0.867], [-4.013, -1.026, -1.171], [-2.843, -0.270, -0.747], [-3.377, -0.929, -0.461], [-2.070, -3.757, 0.247], [-2.737, -2.175, 0.292], [-2.011, -2.855, 0.475], [1.278, 1.218, -3.881], [-0.223, 1.410, -3.869], [0.478, 0.596, -4.016]],
  "nbo_charge": [0.525, -0.442, -0.417, -0.471, -0.682, 0.149, 0.205, 0.220, 0.197, 0.249, 0.247, 0.207, 0.504, 0.469, -1.005, 0.522, 0.500, -1.014, 0.487, 0.488, -0.957, 0.507, 0.490, -0.984, 0.462, 0.473, -0.933, 0.478, 0.525, -0.980, 0.500, 0.487, -1.038, 0.466, 0.494, -0.965, 0.458, 0.513, -0.971, 0.492, 0.500, -0.961, 0.498, 0.517, -1.010, 0.486, 0.469, -0.954]
}

=====

Version x
{
  "formula": "C3H31NO13",
  "method": "ωB97M-V/def2-TZVPD",
  "homo_energy_ev": -9.653,
  "multiplicity": 1,
  "total_charge": 0,
  "homo_lumo_gap_ev": 9.9,
  "symbols": ["C", "N", "C", "C", "O", "H", "H", "H", "H", "H", "H", "H", "H", "H", "O", "H", "H", "O", "H", "H", "O", "H", "H", "O", "H", "H", "O", "H", "H", "O", "H", "H", "O", "H", "H", "O", "H", "H", "O", "H", "H", "O", "H", "H", "O", "H", "H", "O"],
  "xyz": [[1.159, 0.552, 0.795], [1.625, -0.165, -0.391], [0.731, -0.061, -1.593], [0.549, 1.334, -2.130], [-0.595, 1.768, -2.132], [2.138, 0.587, 1.463], [0.848, 1.608, 0.590], [0.424, 0.038, 1.285], [2.528, 0.303, -0.748], [-0.283, -0.483, -1.384], [1.287, -0.620, -2.546], [1.352, 2.053, -2.577], [2.719, -1.705, 0.166], [3.698, -2.300, 1.220], [3.336, -2.440, 0.384], [-1.793, -1.912, -0.598], [-2.526, -0.957, -1.498], [-1.931, -1.634, -1.566], [-0.438, -2.913, 0.902], [-1.886, -3.359, 1.087], [-1.422, -2.654, 0.807], [-0.677, 0.679, 2.800], [-0.920, 2.290, 2.636], [-0.472, 1.596, 3.149], [0.989, 1.952, 3.055], [1.994, 2.828, 3.421], [2.000, 2.049, 2.819], [1.890, 4.626, 0.775], [1.529, 3.111, 1.127], [1.867, 3.667, 0.354], [-1.516, 3.736, 0.188], [-0.918, 2.221, 0.388], [-1.421, 2.979, 0.801], [0.371, -4.023, -2.324], [-0.965, -3.396, -1.826], [-0.045, -3.655, -1.567], [-3.657, 1.443, -0.594], [-2.082, 1.286, -1.194], [-2.806, 0.957, -0.784], [-1.181, 1.189, -4.536], [-1.199, 0.130, -3.256], [-0.851, 0.339, -4.160], [1.542, -3.384, 0.726], [0.635, -4.469, 0.242], [0.837, -3.989, 1.098], [-1.927, -1.134, 1.609], [-2.411, 0.275, 1.396], [-2.126, -0.343, 2.118]],
  "nbo_charge": [-0.427, -0.654, -0.353, 0.449, -0.632, 0.263, 0.153, 0.186, 0.364, 0.252, 0.234, 0.165, 0.499, 0.471, -0.978, 0.498, 0.484, -1.010, 0.525, 0.481, -0.990, 0.524, 0.510, -0.978, 0.491, 0.458, -1.011, 0.470, 0.494, -0.978, 0.497, 0.492, -0.985, 0.476, 0.511, -0.984, 0.512, 0.501, -1.019, 0.483, 0.491, -0.968, 0.504, 0.501, -0.967, 0.495, 0.486, -0.983]
}

=====

The least stable of them is version w.

=====

Version w
{
  "formula": "C3H4S2",
  "method": "ωB97M-V/def2-TZVPD",
  "homo_energy_ev": -8.916,
  "multiplicity": 1,
  "total_charge": 0,
  "homo_lumo_gap_ev": 8.5,
  "symbols": ["C", "C", "C", "H", "H", "H", "H", "S", "S"],
  "xyz": [[-0.720, 0.051, -0.215], [0.007, -1.224, 0.033], [0.526, 1.256, -0.082], [-0.126, -1.496, 1.008], [-0.177, -2.077, -0.799], [0.705, 1.520, 1.259], [0.448, 2.195, -0.745], [-2.265, -0.001, -0.197], [1.604, -0.224, -0.262]],
  "nbo_charge": [-0.142, -0.557, -0.588, 0.224, 0.254, 0.228, 0.259, 0.165, 0.157]
}

=====

Version x
{
  "formula": "C3H4S2",
  "method": "ωB97M-V/def2-TZVPD",
  "homo_energy_ev": -8.744,
  "smiles": "C=CSC=S",
  "multiplicity": 1,
  "total_charge": 0,
  "homo_lumo_gap_ev": 8.2,
  "symbols": ["C", "C", "C", "H", "H", "H", "H", "S", "S"],
  "xyz": [[0.664, 2.892, 0.748], [0.280, 1.551, 0.610], [0.002, -0.913, 0.401], [0.938, 3.188, 1.889], [0.844, 3.334, -0.225], [-0.280, 1.015, 1.646], [0.581, -0.541, 1.313], [-0.183, 0.557, -0.690], [-0.302, -2.318, -0.259]],
  "nbo_charge": [-0.434, -0.435, -0.488, 0.245, 0.216, 0.206, 0.229, 0.337, 0.124]
}

=====

The least stable of them is version w.